Density functional theory data (the ωB97M-V functional and the def2-TZVPD basis) for a cluster of 5 separate species, C17H35FNO4 in total.

```
58
Properties=species:S:1:pos:R:3:forces:R:3
F -0.089 -1.636 0.950 -0.02 0.04 -0.04
C -0.844 -2.248 -0.028 -0.19 -0.05 -0.17
C -0.510 -1.659 -1.402 -0.08 -0.01 -0.01
C -1.742 -1.632 -2.300 0.09 -0.01 -0.06
N -2.542 -2.884 -2.093 -0.05 -0.09 0.05
C -3.107 -2.986 -0.688 0.14 -0.03 -0.01
C -2.326 -2.089 0.267 0.00 -0.06 0.04
H -0.599 -3.317 -0.007 0.10 0.05 0.12
H 0.287 -2.232 -1.878 0.06 0.11 0.02
H -0.171 -0.627 -1.292 0.10 -0.07 0.00
H -1.471 -1.580 -3.352 -0.02 0.04 0.02
H -2.403 -0.799 -2.070 -0.01 -0.01 -0.06
H -3.317 -2.927 -2.789 0.01 0.19 0.09
H -1.931 -3.681 -2.264 -0.03 -0.01 -0.04
H -4.163 -2.734 -0.739 0.03 0.05 -0.02
H -3.008 -4.030 -0.391 -0.10 0.01 -0.02
H -2.540 -2.399 1.290 -0.02 0.03 -0.02
H -2.621 -1.044 0.160 0.00 0.00 0.08
C 2.244 2.790 -1.620 -0.02 -0.04 -0.07
C 0.914 2.101 -1.634 0.05 0.11 0.01
O 0.588 1.334 -2.518 -0.15 -0.16 0.09
C -0.004 2.400 -0.472 -0.01 -0.05 -0.03
H 2.823 2.502 -2.493 0.01 0.01 0.00
H 2.103 3.873 -1.613 -0.01 0.00 0.03
H 2.785 2.530 -0.708 0.01 0.05 -0.05
H -0.212 3.470 -0.428 0.02 0.00 0.01
H 0.487 2.130 0.465 0.01 0.01 0.00
H -0.940 1.855 -0.578 0.00 0.00 0.01
C 6.539 1.608 1.086 -0.02 0.01 -0.03
C 5.159 1.889 1.626 0.06 0.02 0.00
O 4.239 2.162 0.885 -0.02 -0.05 0.07
C 4.990 1.818 3.118 -0.05 0.01 -0.05
H 6.542 1.690 0.002 0.00 0.00 0.00
H 7.256 2.313 1.512 0.00 -0.01 0.01
H 6.859 0.608 1.384 0.01 0.01 0.02
H 5.664 2.526 3.604 0.02 -0.02 0.01
H 5.262 0.823 3.476 0.03 0.01 0.01
H 3.969 2.040 3.411 0.00 0.00 0.00
C -5.704 -3.256 -5.892 -0.04 -0.02 0.05
C -4.800 -2.450 -5.013 -0.14 0.03 0.02
O -4.656 -2.737 -3.832 0.20 -0.09 -0.09
C -4.104 -1.276 -5.632 0.04 0.01 0.06
H -6.155 -4.070 -5.333 0.00 0.00 0.00
H -6.483 -2.615 -6.308 0.01 0.01 -0.02
H -5.135 -3.652 -6.736 -0.01 0.02 -0.01
H -4.846 -0.587 -6.038 0.00 -0.01 -0.02
H -3.488 -1.606 -6.470 -0.01 0.00 -0.01
H -3.491 -0.751 -4.903 0.00 -0.01 0.00
C 1.742 2.910 7.601 0.05 0.02 0.00
C 2.031 2.152 6.329 -0.03 0.01 0.05
O 3.094 2.240 5.762 -0.02 -0.02 -0.02
C 0.920 1.276 5.800 0.03 0.00 -0.03
H 2.608 3.502 7.884 0.00 0.00 0.00
H 0.878 3.562 7.460 -0.01 -0.01 0.00
H 1.494 2.213 8.403 -0.02 0.00 0.00
H 0.031 1.879 5.605 -0.01 0.00 0.02
H 0.647 0.528 6.547 -0.01 0.01 0.01
H 1.240 0.783 4.886 0.00 0.00 0.00
```
Forces are in eV/Å.

Summary:
DFT total energy = -1124.11735 Eh
2S+1 = 1
Charge = +1
Molecular weight = 336.5 g/mol
Kohn-Sham gap = 8.615 eV
E_HOMO = -11.13 eV

***

Density functional theory data (the ωB97M-V functional and the def2-TZVPD basis) for a structure of composition C17H35I2N2O3PtSi3.

```
63
Properties=species:S:1:pos:R:3:forces:R:3
Pt -0.800 0.151 0.072 0.02 0.22 -0.11
C 3.063 -1.253 2.343 -0.01 0.00 0.01
O 2.047 -0.507 1.670 0.07 0.02 -0.09
Si 2.140 1.182 1.502 -0.02 0.00 0.03
C 3.760 1.627 0.694 0.02 -0.04 0.01
C 2.159 1.872 3.239 0.00 0.00 -0.01
C 0.671 1.613 0.443 0.06 -0.02 0.01
Si -0.175 3.209 1.007 -0.03 -0.01 0.05
C -0.917 3.011 2.724 0.01 0.03 0.02
C -1.586 3.736 -0.119 0.03 -0.01 0.00
C 1.074 4.610 1.008 0.02 0.00 -0.02
Si 1.024 1.472 -1.366 0.00 0.07 0.06
C 1.620 2.971 -2.300 -0.04 -0.02 -0.02
C 2.042 -0.020 -1.866 -0.02 0.01 -0.03
C -0.803 1.180 -2.026 -0.13 -0.36 -0.14
H 4.013 -1.159 1.817 0.00 0.00 -0.01
H 2.768 -2.301 2.348 0.00 0.00 0.00
H 3.188 -0.913 3.374 -0.01 0.00 0.00
H 4.601 1.374 1.344 0.00 0.01 0.00
H 3.805 2.706 0.522 -0.01 0.02 0.01
H 3.915 1.128 -0.263 0.00 0.01 0.03
H 3.051 1.515 3.760 0.01 -0.01 -0.01
H 1.286 1.577 3.821 0.01 -0.04 0.00
H 2.206 2.962 3.247 0.01 -0.04 0.00
H -1.277 1.997 2.916 -0.01 0.03 -0.03
H -1.770 3.684 2.833 0.00 0.02 0.00
H -0.204 3.264 3.510 -0.04 -0.01 -0.03
H -2.385 2.994 -0.179 0.01 -0.01 0.00
H -1.264 3.986 -1.131 -0.01 0.02 -0.01
H -2.024 4.643 0.306 0.00 0.01 0.00
H 1.958 4.402 1.614 -0.03 0.01 -0.03
H 0.615 5.516 1.410 -0.01 0.00 0.00
H 1.413 4.836 -0.005 0.00 0.01 0.02
H 2.639 3.229 -1.999 0.00 -0.01 0.02
H 0.988 3.844 -2.135 -0.01 0.02 0.00
H 1.639 2.761 -3.372 0.00 0.00 0.00
H 3.038 0.261 -2.213 -0.01 0.01 0.01
H 1.555 -0.548 -2.690 0.01 0.01 0.00
H 2.152 -0.721 -1.038 0.01 -0.03 0.02
H -1.115 2.186 -2.307 0.09 0.03 0.07
H -1.752 0.824 -1.557 -0.03 0.11 0.04
H -0.720 0.543 -2.906 0.03 0.04 -0.01
I -0.413 -0.986 2.309 0.00 -0.05 0.17
I -2.944 -1.465 3.077 -0.01 -0.01 0.00
O 0.564 -6.473 -2.152 0.04 -0.08 -0.01
C -0.806 -6.602 -1.861 0.00 0.00 0.00
N -1.246 -5.243 -1.618 0.02 0.01 0.01
C -2.506 -4.992 -1.211 -0.01 -0.01 0.00
O -3.323 -5.867 -1.002 0.00 0.01 0.00
C -2.876 -3.547 -0.999 0.01 0.00 0.01
C -4.223 -3.206 -1.027 -0.01 -0.01 0.00
C -4.591 -1.893 -0.801 0.00 0.01 -0.01
C -3.605 -0.963 -0.525 0.02 0.00 0.01
N -2.308 -1.289 -0.477 0.05 -0.03 -0.01
C -1.953 -2.559 -0.715 -0.03 0.02 0.01
H 0.913 -7.328 -2.428 -0.03 0.08 0.01
H -0.991 -7.200 -0.965 -0.01 0.01 0.00
H -1.364 -7.038 -2.696 0.01 -0.01 -0.01
H -0.642 -4.521 -1.975 -0.02 0.00 -0.02
H -4.952 -3.983 -1.216 0.00 0.00 0.00
H -5.626 -1.585 -0.820 0.00 0.00 0.00
H -3.849 0.070 -0.314 0.00 0.00 -0.01
H -0.894 -2.774 -0.635 0.01 0.00 0.00
```
Forces are in eV/Å.

Summary:
DFT total energy = -2587.13317 Eh
2S+1 = 1
Charge = +1
Relative energy (zero: lowest compared OMol25 entry of this formula, charge and spin) = 0.205 eV
Molecular weight = 848.6 g/mol
Kohn-Sham gap = 7.746 eV
E_HOMO = -12.01 eV

***

Density functional theory data (the ωB97M-V functional and the def2-TZVPD basis) for a structure of composition C17H35MnO5Si4.

```
62
Properties=species:S:1:pos:R:3:forces:R:3
Mn -0.380 -1.051 0.648 -0.16 -0.18 1.32
O -3.737 -2.997 1.681 0.00 0.04 -0.04
C -2.827 -2.206 1.842 0.02 0.07 0.07
O -2.349 -1.402 0.940 0.14 -0.14 -0.21
C -2.206 -2.043 3.240 0.09 0.05 -0.04
C -1.846 -0.572 3.509 0.01 -0.06 0.03
C -1.646 -0.337 5.008 0.04 -0.01 -0.01
C -0.275 -1.020 5.244 -0.02 0.02 -0.01
C 0.058 -1.523 3.837 -0.06 -0.02 0.01
O -0.495 -0.479 3.001 -0.02 -0.03 0.02
C -0.812 -2.737 3.475 0.00 0.10 -0.07
C -0.223 -3.498 2.275 0.02 0.05 0.06
O -0.322 -4.712 2.232 0.05 0.04 -0.02
O 0.401 -2.754 1.412 -0.17 0.00 -0.22
H -2.934 -2.422 3.956 -0.02 0.00 0.01
H -2.473 0.148 2.993 0.00 0.02 -0.01
H -2.453 -0.775 5.596 0.00 0.00 0.00
H -1.602 0.730 5.228 0.01 0.00 0.00
H -0.318 -1.836 5.965 0.00 -0.01 0.00
H 0.473 -0.303 5.581 0.00 0.00 0.00
H 1.112 -1.641 3.610 0.02 0.01 -0.01
H -0.885 -3.448 4.296 0.01 -0.01 0.02
C 3.807 -0.288 -1.125 0.01 -0.05 -0.06
Si 2.758 1.273 -1.315 -0.06 0.15 0.22
C 3.060 1.970 -3.050 -0.02 0.11 0.03
C 3.495 2.616 -0.202 0.10 -0.05 0.03
Si 0.603 0.899 -0.478 -0.16 -0.77 -0.91
Si 0.044 -1.108 -2.046 0.27 1.09 -0.63
C -1.800 -1.335 -2.369 -0.01 -0.17 0.21
C 0.899 -2.778 -1.854 -0.08 0.02 0.27
C 0.704 -0.499 -3.706 0.02 -0.28 -0.23
Si -0.976 2.349 -1.413 0.03 0.05 0.18
C -1.014 2.750 -3.260 0.03 0.00 -0.05
C -0.664 4.017 -0.571 -0.06 0.06 -0.04
C -2.722 1.784 -0.961 0.00 0.00 0.04
H 4.812 -0.036 -0.772 0.00 -0.01 -0.03
H 3.909 -0.804 -2.084 0.00 -0.01 0.02
H 3.366 -0.995 -0.420 0.01 0.03 0.04
H 4.134 2.163 -3.151 0.00 0.03 0.02
H 2.542 2.926 -3.173 0.02 -0.01 0.02
H 2.762 1.325 -3.871 -0.04 -0.04 0.00
H 4.557 2.764 -0.424 -0.01 0.02 0.01
H 3.398 2.350 0.853 0.00 0.01 -0.02
H 2.985 3.572 -0.354 -0.02 -0.04 0.01
H -2.399 -1.517 -1.474 -0.03 -0.01 -0.05
H -1.927 -2.184 -3.049 -0.02 0.00 -0.01
H -2.184 -0.441 -2.863 0.00 0.01 -0.01
H 0.758 -3.262 -0.886 0.00 -0.04 -0.05
H 1.972 -2.652 -2.017 0.00 0.00 0.02
H 0.503 -3.431 -2.637 0.02 -0.03 -0.01
H 0.321 0.481 -3.989 0.06 0.00 0.06
H 0.434 -1.213 -4.494 -0.02 0.01 0.02
H 1.792 -0.453 -3.674 0.03 -0.01 -0.05
H -0.050 3.113 -3.626 -0.01 -0.04 0.01
H -1.754 3.540 -3.422 0.01 0.02 0.00
H -1.312 1.896 -3.872 0.01 0.00 0.04
H 0.285 4.453 -0.897 -0.01 -0.03 0.03
H -0.625 3.904 0.515 0.00 0.00 -0.02
H -1.461 4.728 -0.814 0.02 0.01 0.01
H -3.206 1.310 -1.817 -0.02 0.00 0.01
H -3.336 2.638 -0.661 0.01 0.00 -0.02
H -2.730 1.055 -0.147 -0.01 0.02 0.00
```
Forces are in eV/Å.

Summary:
DFT total energy = -3354.16997 Eh
2S+1 = 6
Charge = -1
Molecular weight = 486.7 g/mol
Kohn-Sham gap (alpha / beta) = 7.063 / 7.426 eV
E_HOMO (alpha / beta) = -4.32 / -4.71 eV